# 1
{"formula": "C51H49FeN7O5S2", "method": "wB97M-V/def2-TZVPD", "elements": ["Fe", "S", "S", "O", "O", "O", "O", "O", "N", "N", "N", "N", "N", "N", "N", "C", "C", "C", "C", "C", "C", "C", "C", "C", "C", "C", "C", "C", "C", "C", "C", "C", "C", "C", "C", "C", "C", "C", "C", "C", "C", "C", "C", "C", "C", "C", "C", "C", "C", "C", "C", "C", "C", "C", "C", "C", "C", "C", "C", "C", "C", "C", "C", "C", "C", "C", "H", "H", "H", "H", "H", "H", "H", "H", "H", "H", "H", "H", "H", "H", "H", "H", "H", "H", "H", "H", "H", "H", "H", "H", "H", "H", "H", "H", "H", "H", "H", "H", "H", "H", "H", "H", "H", "H", "H", "H", "H", "H", "H", "H", "H", "H", "H", "H", "H"], "positions_angstrom": [[-0.570, 0.186, 0.165], [-2.299, -2.815, 0.862], [-0.819, 1.599, -1.583], [0.548, 2.993, 4.126], [2.334, 1.581, 4.032], [1.984, -0.160, -1.574], [0.935, -0.104, 1.143], [-1.180, 1.444, 1.338], [-1.734, 0.632, -3.871], [-2.151, -0.387, -4.691], [3.340, -1.509, -2.804], [-0.904, -1.017, -2.458], [2.937, 0.699, -3.429], [-2.695, -0.274, 0.123], [-0.424, -1.252, -1.325], [3.141, -1.194, 3.467], [-4.244, -3.328, -5.286], [2.716, -0.310, -2.533], [-4.784, -3.582, -4.032], [-1.241, 0.343, -2.716], [4.211, 3.654, -0.051], [1.971, 0.476, 1.875], [-3.253, -1.445, 0.526], [3.999, -2.274, 3.660], [4.665, -2.842, 2.588], [-1.964, 3.125, 2.680], [-2.181, 0.329, 5.963], [2.923, 3.357, -0.472], [-1.472, 4.368, 2.291], [0.405, 2.238, 2.928], [-2.465, -0.982, 5.592], [0.090, -2.605, -1.219], [2.940, -0.674, 2.198], [2.209, 2.328, 0.127], [3.543, 0.525, -4.728], [1.192, -5.126, -1.052], [-4.665, -1.494, 0.699], [-1.825, -0.454, 3.336], [-3.372, -2.270, -5.473], [1.021, -2.871, -0.232], [1.343, 1.055, 3.155], [-2.284, -1.370, 4.274], [2.761, 3.901, 4.386], [-0.319, -3.585, -2.112], [4.460, -2.330, 1.310], [-3.330, 2.999, 2.909], [-2.316, 5.460, 2.162], [-1.742, 1.244, 5.019], [1.826, 2.740, 4.679], [4.772, 2.914, 0.981], [-3.486, 0.805, -0.070], [-1.560, 0.859, 3.689], [-3.019, -1.443, -4.404], [-4.178, 4.088, 2.779], [-4.847, 0.800, 0.086], [3.604, -1.262, 1.122], [-1.070, 1.874, 2.654], [4.053, 1.887, 1.574], [-4.446, -2.746, -2.976], [-5.448, -0.400, 0.481], [-3.576, -1.683, -3.151], [0.231, -4.850, -2.018], [1.656, 2.466, 6.162], [-3.675, 5.326, 2.406], [2.763, 1.575, 1.151], [1.583, -4.137, -0.159], [4.772, 4.452, -0.521], [1.168, 3.315, 6.643], [3.167, -0.368, -5.234], [2.463, 3.928, -1.269], [0.799, 0.239, 3.641], [-1.664, -0.794, 2.323], [3.252, -2.186, -2.062], [-2.493, -2.382, 3.949], [-2.163, -0.093, -5.652], [-2.308, 0.642, 6.993], [-4.500, -3.958, -6.128], [-5.239, 3.964, 2.958], [4.634, 0.458, -4.666], [-2.836, -1.688, 6.324], [-6.521, -0.460, 0.626], [-3.349, -1.052, -2.304], [-3.737, 2.033, 3.179], [-5.086, -2.439, 1.014], [-1.911, 6.417, 1.857], [-4.336, 6.178, 2.305], [-4.855, -2.915, -1.988], [1.210, 2.111, -0.215], [2.336, 1.490, -3.265], [2.642, -0.757, 4.320], [2.627, 2.298, 6.629], [4.143, -2.669, 4.658], [2.819, 4.058, 3.309], [3.304, 1.388, -5.344], [-2.947, -2.083, -6.454], [4.201, -1.517, -3.321], [1.627, -6.116, -0.989], [-1.548, 2.267, 5.309], [-5.455, -4.416, -3.879], [2.314, -4.348, 0.612], [2.389, 4.808, 4.864], [-0.417, 4.494, 2.088], [5.773, 3.137, 1.329], [-1.086, -3.358, -2.840], [-5.416, 1.701, -0.094], [1.291, -2.094, 0.463], [-0.104, -5.630, -2.690], [4.974, -2.770, 0.463], [-2.975, 1.708, -0.357], [5.338, -3.676, 2.743], [3.420, -0.861, 0.133], [1.033, 1.582, 6.295], [4.498, 1.324, 2.384], [3.762, 3.681, 4.757], [0.752, 2.826, 2.075]], "energy_ha": -4792.477607, "charge": -1, "spin_multiplicity": 2, "max_force_ha_per_bohr": 0.030, "relative_energy_ev": 2.414, "homo_lumo_gap_ev": [5.979, 5.873], "s2": 1.0271}

# 2
{"formula": "C51H49N4O", "method": "wB97M-V/def2-TZVPD", "elements": ["O", "N", "N", "N", "N", "C", "C", "C", "C", "C", "C", "C", "C", "C", "C", "C", "C", "C", "C", "C", "C", "C", "C", "C", "C", "C", "C", "C", "C", "C", "C", "C", "C", "C", "C", "C", "C", "C", "C", "C", "C", "C", "C", "C", "C", "C", "C", "C", "C", "C", "C", "C", "C", "C", "C", "C", "H", "H", "H", "H", "H", "H", "H", "H", "H", "H", "H", "H", "H", "H", "H", "H", "H", "H", "H", "H", "H", "H", "H", "H", "H", "H", "H", "H", "H", "H", "H", "H", "H", "H", "H", "H", "H", "H", "H", "H", "H", "H", "H", "H", "H", "H", "H", "H", "H"], "positions_angstrom": [[1.852, -2.642, -1.624], [-0.397, -2.076, -0.072], [-0.930, 2.182, 3.157], [-1.405, -0.981, -1.678], [-1.646, -1.727, 0.408], [2.445, -3.749, 1.675], [-0.235, 3.207, 3.807], [2.729, -6.143, 2.438], [1.211, 2.521, -4.400], [1.055, 2.423, -1.988], [-1.809, -1.193, -4.077], [0.536, -5.209, 1.657], [6.080, 2.043, 4.791], [1.231, 0.339, -3.278], [-2.350, 0.785, -5.401], [0.365, -3.018, 0.698], [1.127, 1.031, -2.036], [-3.621, -0.624, -0.497], [4.409, 0.297, 4.636], [1.278, -1.075, -3.329], [1.926, 3.539, 4.807], [-1.568, -2.671, -4.017], [-5.742, 0.072, -1.449], [-2.387, 1.536, -4.227], [0.154, 5.202, 5.052], [-2.621, 1.453, -6.718], [-2.059, -0.577, -5.313], [1.683, -2.727, 1.100], [-1.673, -4.550, 0.735], [1.216, 1.463, 3.341], [2.267, -1.367, 0.953], [-0.086, 1.158, 2.858], [-0.213, -1.588, -1.311], [1.285, 1.138, -4.465], [-0.247, -4.231, 1.038], [-4.536, -0.611, -1.579], [1.895, -5.010, 1.913], [5.433, 2.757, 3.770], [2.336, 0.627, 3.336], [-6.070, 0.700, -0.239], [-2.108, 0.964, -2.979], [1.015, -1.825, -2.070], [1.766, -1.833, -4.498], [1.094, 3.175, -3.167], [4.235, 2.283, 3.232], [-2.252, -1.104, -0.573], [-0.736, 4.393, 4.326], [1.102, 2.781, 3.986], [5.568, 0.809, 5.212], [-2.360, 2.165, 2.918], [-2.163, 1.834, -1.756], [-5.233, 0.562, 0.877], [1.467, 4.774, 5.298], [-4.041, -0.152, 0.767], [3.664, 1.065, 3.702], [-1.771, -0.396, -2.930], [-1.978, -3.130, -4.928], [3.089, -1.248, 1.664], [2.505, -1.246, -5.056], [-6.993, 1.277, -0.159], [2.913, 3.159, 5.059], [2.235, -2.765, -4.154], [-0.178, 6.166, 5.434], [2.150, 5.398, 5.879], [4.000, -0.670, 4.942], [3.793, -5.918, 2.320], [-1.787, 2.839, -1.991], [-2.625, 2.604, -4.273], [-2.583, 0.731, -7.538], [-1.947, -5.434, 1.321], [0.064, -6.163, 1.911], [-4.283, -1.129, -2.508], [-1.547, 1.431, -0.946], [3.702, 2.858, 2.469], [-3.393, -0.327, 1.630], [0.965, -2.091, -5.213], [-2.771, 3.135, 3.207], [2.509, -7.073, 1.900], [-2.569, 1.987, 1.855], [3.492, -3.552, 1.923], [-2.850, 1.371, 3.501], [-3.194, 1.942, -1.385], [-5.508, 1.009, 1.835], [1.152, 0.445, -1.110], [1.246, 3.102, -5.323], [-0.432, 0.251, 2.365], [-1.848, -4.792, -0.322], [-2.032, -1.189, -6.218], [6.987, 2.444, 5.241], [1.030, 4.265, -3.123], [2.536, -6.333, 3.502], [-1.882, 2.240, -6.924], [1.518, -0.598, 1.167], [-0.497, -2.909, -3.987], [2.679, -1.183, -0.046], [2.129, -0.442, 3.309], [-2.340, -3.730, 1.018], [5.850, 3.700, 3.409], [-6.426, 0.126, -2.299], [0.965, 2.916, -1.017], [-3.609, 1.934, -6.730], [1.365, 0.631, -5.429], [6.069, 0.241, 5.996], [-2.055, -3.147, -3.155], [-1.775, 4.666, 4.153]], "energy_ha": -2266.792783, "charge": 1, "max_force_ha_per_bohr": 0.069, "relative_energy_ev": 0.317, "homo_lumo_gap_ev": 2.735}

# 3
{"formula": "C51H50AsBaGeN3O6S2", "method": "wB97M-V/def2-TZVPD", "elements": ["Ba", "As", "Ge", "S", "S", "O", "O", "O", "O", "O", "O", "N", "N", "N", "C", "C", "C", "C", "C", "C", "C", "C", "C", "C", "C", "C", "C", "C", "C", "C", "C", "C", "C", "C", "C", "C", "C", "C", "C", "C", "C", "C", "C", "C", "C", "C", "C", "C", "C", "C", "C", "C", "C", "C", "C", "C", "C", "C", "C", "C", "C", "C", "C", "C", "C", "H", "H", "H", "H", "H", "H", "H", "H", "H", "H", "H", "H", "H", "H", "H", "H", "H", "H", "H", "H", "H", "H", "H", "H", "H", "H", "H", "H", "H", "H", "H", "H", "H", "H", "H", "H", "H", "H", "H", "H", "H", "H", "H", "H", "H", "H", "H", "H", "H", "H"], "positions_angstrom": [[0.445, -0.543, -0.868], [1.960, 1.775, -0.455], [-4.019, 1.572, 0.681], [-1.913, 0.358, -1.243], [-0.063, -0.378, -3.442], [-3.328, 0.466, -0.538], [-1.065, 1.213, -0.458], [0.159, 0.743, -2.530], [0.586, -0.212, -4.715], [-1.614, -1.030, -1.207], [0.181, -1.652, -2.812], [0.638, -1.950, 2.405], [-0.129, -3.332, 0.278], [0.711, -3.204, 2.481], [-7.195, -0.941, 3.505], [0.219, -3.937, 1.415], [3.667, 2.275, -4.165], [-0.322, -6.091, 0.531], [2.576, -1.809, -0.233], [4.252, 2.018, 1.305], [-3.643, 1.333, -3.178], [3.146, 1.488, -1.953], [-2.258, 1.399, 3.118], [-6.437, -1.641, 2.383], [3.591, -3.641, -1.848], [1.784, 0.492, 5.565], [-4.161, 1.227, -4.459], [1.625, 0.055, 3.205], [-2.320, -0.182, -5.111], [3.621, 4.151, 0.401], [-0.678, -5.455, -0.650], [-5.201, -0.855, 1.939], [-2.804, 0.795, 5.514], [1.988, 0.883, 4.246], [-2.459, 0.685, -2.888], [5.291, 2.622, 1.992], [0.901, -1.607, 4.808], [4.325, -4.104, -4.102], [1.218, 3.211, -1.501], [4.168, 0.557, -2.028], [1.236, -0.751, 5.839], [-0.536, -4.071, -0.731], [4.660, 4.753, 1.091], [4.458, -5.449, -3.790], [-0.476, 4.786, -2.146], [5.493, 3.991, 1.891], [-5.575, 0.451, 1.246], [3.067, -2.691, -0.921], [2.885, 2.358, -3.018], [-1.804, -0.078, -3.832], [4.694, 1.353, -4.235], [4.944, 0.493, -3.175], [-2.615, 2.279, 1.924], [0.049, 4.826, -3.428], [1.760, 3.262, -2.796], [0.115, 3.983, -1.182], [1.078, -1.207, 3.476], [3.896, -3.207, -3.144], [-3.219, 1.604, 4.289], [3.403, 2.782, 0.505], [-3.515, 0.454, -5.417], [1.169, 4.079, -3.750], [4.176, -5.887, -2.506], [3.747, -4.994, -1.540], [0.158, -5.328, 1.579], [-1.797, 1.069, 5.826], [-0.423, 5.444, -4.181], [-4.513, 2.749, -0.216], [4.775, -6.153, -4.547], [-4.589, -0.650, 2.820], [-1.244, 1.640, 3.448], [0.474, -5.766, 2.512], [-2.926, 3.268, 2.264], [5.742, -0.232, -3.244], [-1.359, 5.366, -1.906], [3.770, -2.160, -3.379], [-0.411, -7.164, 0.624], [-4.604, -1.468, 1.259], [-3.486, 0.981, 6.343], [-6.120, -2.626, 2.733], [-0.301, 3.930, -0.181], [4.556, -3.762, -5.101], [-8.045, -1.540, 3.819], [2.973, 4.746, -0.234], [5.307, 1.304, -5.123], [4.820, 5.819, 1.008], [-2.813, -0.272, 5.298], [4.078, 0.941, 1.360], [-2.245, 0.346, 2.817], [-1.775, -0.752, -5.846], [-7.573, 0.027, 3.186], [-4.156, 1.907, -2.420], [2.042, 1.159, 6.373], [2.427, 1.846, 4.030], [1.764, 0.315, 2.154], [3.518, -5.338, -0.542], [-1.736, 2.399, 1.294], [0.474, -2.576, 5.010], [-4.234, 1.326, 3.984], [4.291, -6.936, -2.265], [-3.228, 2.665, 4.559], [5.944, 2.029, 2.615], [-5.075, 1.747, -4.702], [-3.940, 0.354, -6.405], [-6.543, -0.788, 4.363], [1.070, -1.052, 6.862], [-0.751, -3.534, -1.640], [4.327, -0.129, -1.198], [-6.209, 1.047, 1.899], [-6.152, 0.241, 0.342], [-1.046, -6.023, -1.492], [1.561, 4.116, -4.756], [3.484, 2.931, -5.002], [-7.102, -1.794, 1.530], [6.302, 4.462, 2.430]], "energy_ha": -7723.416661, "max_force_ha_per_bohr": 0.342, "relative_energy_ev": 10.388, "homo_lumo_gap_ev": 6.497}